[1]
Molecular formula: C41H38ClN2P2Sn
Method: DFT, ωB97M-V with the def2-TZVPD basis set

Max |F| in eV/Å: 6.5
E in eV: -83011.485
Net charge: +3
LUMO energy (spin up / spin down) in eV: -11.82 / -12.28
M in g/mol: 774.9
Highest occupied orbital energy (spin up / spin down) in eV: -16.39 / -16.31

CARTESIAN COORDINATES (ANGSTROEM)
Sn 0.000 0.000 0.000
Cl 2.471 -0.003 -0.383
P -0.028 -2.317 -0.222
P 0.000 2.317 -0.238
C 0.300 -3.218 1.334
C 1.207 -3.022 -1.365
C -1.624 -2.998 -0.795
C -1.656 3.086 -0.292
C 0.847 3.199 1.119
C 0.840 2.950 -1.730
C -0.631 -4.077 1.928
C -0.313 -4.736 3.117
C 0.933 -4.544 3.712
C 1.865 -3.690 3.118
C 1.554 -3.024 1.936
H -1.601 -4.230 1.466
H -1.042 -5.398 3.577
H 1.178 -5.057 4.638
H 2.837 -3.536 3.579
H 2.272 -2.351 1.469
C -2.796 -2.587 -0.143
C -4.032 -3.095 -0.531
C -4.114 -4.006 -1.587
C -2.954 -4.409 -2.247
C -1.711 -3.912 -1.850
H -2.733 -1.862 0.664
H -4.933 -2.773 -0.017
H -5.080 -4.395 -1.896
H -3.012 -5.112 -3.073
H -0.811 -4.231 -2.365
C 1.752 -4.290 -1.117
C 2.663 -4.849 -2.011
C 3.041 -4.144 -3.155
C 2.509 -2.878 -3.400
C 1.599 -2.315 -2.507
H 1.468 -4.835 -0.222
H 3.083 -5.830 -1.810
H 3.758 -4.577 -3.848
H 2.814 -2.318 -4.280
H 1.204 -1.319 -2.672
C 2.189 3.559 0.915
C 2.885 4.234 1.914
C 2.257 4.546 3.123
C 0.926 4.184 3.329
C 0.218 3.515 2.328
H 2.672 3.305 -0.027
H 3.922 4.511 1.751
H 2.806 5.066 3.903
H 0.435 4.422 4.268
H -0.818 3.238 2.490
C -2.742 2.382 0.249
C -4.013 2.950 0.262
C -4.218 4.221 -0.280
C -3.145 4.922 -0.828
C -1.866 4.361 -0.830
H -2.585 1.385 0.650
H -4.846 2.397 0.686
H -5.212 4.659 -0.279
H -3.299 5.908 -1.257
H -1.033 4.912 -1.255
C 1.103 4.319 -1.871
C 1.703 4.802 -3.033
C 2.045 3.923 -4.060
C 1.790 2.558 -3.921
C 1.196 2.071 -2.759
H 0.846 5.005 -1.069
H 1.908 5.864 -3.131
H 2.519 4.299 -4.963
H 2.070 1.867 -4.712
H 1.018 1.009 -2.631
H -1.593 0.002 0.021
H -0.261 -0.007 -1.628
N -0.061 -1.669 3.536
C 0.687 -0.528 3.117
C 1.082 0.026 4.350
C 0.232 0.950 4.934
C -0.877 1.356 4.216
C -0.994 0.977 2.866
N -0.052 0.206 2.226
H -0.968 -1.862 3.087
H 0.099 -2.150 4.436
H 1.759 -0.483 5.026
H 0.373 1.264 5.959
H -1.602 2.022 4.666
H -1.798 1.430 2.390

Mulliken atomic charge list, values in e, 8 entries:
1. Sn 2.59
2. Cl -0.30
3. P 1.98
4. P 1.16
5. C 0.02
6. C -0.05
7. C 0.23
8. C 0.69

=====

[2]
Molecular formula: C41H38F3N7O5PRu
Method: DFT, ωB97M-V with the def2-TZVPD basis set

Max |F| in eV/Å: 1.8
E in eV: -83822.816
Net charge: -2
Multiplicity: 6
LUMO energy (spin up / spin down) in eV: 4.17 / 4.16
M in g/mol: 897.8
Highest occupied orbital energy (spin up / spin down) in eV: 0.42 / -1.92
Relative energy (zero: lowest compared OMol25 entry of this formula, charge and spin) in eV: 2.162

CARTESIAN COORDINATES (ANGSTROEM)
Ru -0.032 0.098 -0.737
C -1.442 -1.066 3.213
C -1.357 -0.626 1.779
N -0.205 -0.164 1.262
N 0.800 0.059 2.108
C 2.015 0.127 1.638
O 2.428 -0.188 0.371
C 3.080 0.636 2.471
C 2.818 1.148 3.756
C 3.840 1.627 4.550
C 5.158 1.627 4.097
C 5.428 1.137 2.823
C 4.413 0.650 2.021
C -2.475 -0.718 0.910
C -3.626 -1.481 1.227
C -4.631 -1.613 0.303
C -4.527 -0.960 -0.933
C -3.396 -0.193 -1.158
N -2.407 -0.060 -0.288
H -0.651 -0.575 3.775
H -1.304 -2.148 3.312
H -2.410 -0.804 3.646
H 1.794 1.147 4.106
H 3.612 2.009 5.539
H 5.956 1.997 4.729
H 6.447 1.129 2.455
H 4.631 0.262 1.035
H -3.673 -2.009 2.170
H -5.493 -2.235 0.516
H -5.291 -1.063 -1.692
H -3.276 0.354 -2.089
C -1.525 4.985 0.498
N -1.157 4.881 -0.912
C 0.170 5.456 -1.096
N 1.197 4.889 -0.229
C 0.751 5.015 1.156
N -0.550 4.410 1.415
C -0.479 2.950 1.269
P -0.007 2.358 -0.439
C -1.184 3.483 -1.359
C 1.483 3.492 -0.574
H -2.482 4.480 0.645
H -1.638 6.047 0.740
H 0.106 6.529 -0.883
H 0.469 5.319 -2.138
H 0.680 6.083 1.390
H 1.492 4.554 1.812
H -1.446 2.506 1.523
H 0.256 2.555 1.973
H -2.191 3.076 -1.226
H -0.952 3.438 -2.426
H 1.894 3.458 -1.587
H 2.252 3.110 0.104
F -1.135 0.622 -7.694
C 0.047 0.082 -7.114
F 0.100 -1.156 -7.677
F 1.026 0.830 -7.700
C 0.080 0.087 -5.676
C -0.486 -0.970 -4.895
C -0.465 -0.908 -3.536
N 0.069 0.137 -2.818
C 0.593 1.153 -3.575
C 0.614 1.181 -4.936
H -0.920 -1.831 -5.387
H -0.876 -1.711 -2.942
H 1.029 1.970 -3.013
H 1.044 2.027 -5.457
O 1.376 -2.283 0.305
C 0.185 -2.843 -0.141
O -0.650 -2.120 -0.767
C 0.005 -4.211 0.136
C -1.212 -4.838 -0.290
C -1.434 -6.188 -0.121
C -0.436 -6.925 0.502
O -0.409 -8.299 0.805
C 0.913 -8.544 1.224
O 1.560 -7.318 1.488
C 0.750 -6.335 0.923
C 1.022 -5.010 0.772
H -1.948 -4.203 -0.763
H -2.345 -6.663 -0.464
H 1.461 -9.090 0.435
H 0.904 -9.153 2.135
H 1.950 -4.557 1.091
C 1.765 -1.152 -0.436
C 2.598 -1.461 -1.593
C 3.423 -0.477 -2.167
C 4.240 -0.775 -3.240
C 4.252 -2.052 -3.790
C 3.418 -3.023 -3.249
C 2.601 -2.740 -2.170
H 3.402 0.524 -1.756
H 4.881 -0.006 -3.658
H 4.893 -2.278 -4.634
H 3.410 -4.020 -3.676
H 1.958 -3.508 -1.760

Mulliken atomic charge list, values in e, 8 entries:
1. Ru -0.65
2. C -2.21
3. C 0.02
4. N 3.15
5. N -1.91
6. C -0.03
7. O -0.17
8. C 0.59

=====

[3]
Molecular formula: C41H38F6N3
Method: DFT, ωB97M-V with the def2-TZVPD basis set

Max |F| in eV/Å: 3.9
E in eV: -63901.627
Net charge: +1
LUMO energy in eV: -4.77
M in g/mol: 686.8
Highest occupied orbital energy in eV: -10.19
Structure (SMILES): FC(F)(F)CN(c1ccccc1)c1ccc(C(c2ccc(N(CC(F)(F)F)c3ccccc3)cc2)[N+](=C2CCCCC2)c2ccccc2)cc1
Relative energy (zero: lowest compared OMol25 entry of this formula, charge and spin) in eV: 1.500

CARTESIAN COORDINATES (ANGSTROEM)
F -5.258 3.609 -4.691
C -5.172 2.976 -3.487
F -4.551 3.823 -2.602
F -6.457 2.797 -3.019
C -4.459 1.650 -3.529
N -4.527 1.010 -2.204
C -5.544 0.032 -2.081
C -5.587 -1.022 -3.010
C -6.588 -1.991 -2.896
C -7.589 -1.841 -1.930
C -7.604 -0.733 -1.074
C -6.563 0.199 -1.135
C -3.498 1.101 -1.278
C -3.702 0.789 0.091
C -2.637 0.740 0.997
C -1.317 0.856 0.508
C -0.076 0.610 1.385
C 1.222 0.713 0.538
C 2.164 1.697 0.852
C 3.344 1.778 0.123
C 3.608 0.832 -0.884
N 4.819 0.813 -1.540
C 5.868 1.800 -1.252
C 5.696 2.991 -2.145
F 6.598 3.980 -1.909
F 5.823 2.602 -3.461
F 4.436 3.529 -2.023
C 5.221 -0.268 -2.374
C 4.844 -0.298 -3.730
C 5.384 -1.265 -4.578
C 6.259 -2.232 -4.063
C 6.630 -2.206 -2.712
C 6.140 -1.207 -1.876
C 2.598 -0.078 -1.269
C 1.430 -0.175 -0.521
N -0.040 -0.527 2.238
C 0.724 -0.416 3.390
C 2.196 -0.129 3.414
C 2.568 0.874 4.527
C 2.156 0.327 5.900
C 0.657 0.001 5.931
C 0.189 -0.812 4.707
C -0.790 -1.711 1.997
C -1.690 -1.887 0.930
C -2.813 -2.698 1.121
C -2.888 -3.557 2.224
C -1.795 -3.624 3.089
C -0.706 -2.779 2.903
C -1.147 1.369 -0.781
C -2.218 1.542 -1.648
H -5.024 1.032 -4.231
H -3.438 1.813 -3.867
H -4.819 -1.074 -3.783
H -6.578 -2.845 -3.576
H -8.387 -2.586 -1.860
H -8.406 -0.575 -0.358
H -6.521 1.063 -0.473
H -4.713 0.563 0.418
H -2.851 0.550 2.055
H -0.031 1.468 2.061
H 2.004 2.362 1.707
H 4.068 2.557 0.343
H 5.823 2.109 -0.207
H 6.821 1.328 -1.511
H 4.147 0.459 -4.095
H 5.124 -1.251 -5.638
H 6.669 -2.999 -4.724
H 7.318 -2.951 -2.307
H 6.437 -1.134 -0.827
H 2.750 -0.709 -2.145
H 0.667 -0.915 -0.784
H 2.669 -1.095 3.690
H 2.629 0.168 2.459
H 3.646 1.077 4.509
H 2.044 1.830 4.357
H 2.746 -0.575 6.125
H 2.390 1.056 6.691
H 0.434 -0.590 6.825
H 0.079 0.929 6.010
H -0.903 -0.886 4.711
H 0.608 -1.816 4.884
H -1.555 -1.385 -0.029
H -3.656 -2.644 0.432
H -3.767 -4.187 2.385
H -1.792 -4.332 3.917
H 0.206 -2.960 3.478
H -0.156 1.600 -1.172
H -2.040 1.961 -2.632

Mulliken atomic charge list, values in e, 8 entries:
1. F -0.27
2. C 0.93
3. F -0.27
4. F -0.25
5. C -1.06
6. N 0.50
7. C -0.20
8. C -0.19

=====

[4]
Molecular formula: C41H38I2NO23
Method: DFT, ωB97M-V with the def2-TZVPD basis set

Max |F| in eV/Å: 9.1
E in eV: -107891.875
Net charge: +1
LUMO energy in eV: -4.74
M in g/mol: 1166.5
Highest occupied orbital energy in eV: -11.36
Relative energy (zero: lowest compared OMol25 entry of this formula, charge and spin) in eV: 16.673

CARTESIAN COORDINATES (ANGSTROEM)
C 0.687 5.347 1.379
C 0.117 3.806 1.068
I -1.621 3.717 -0.300
C 0.726 2.580 1.651
I 2.515 2.870 2.953
C 0.160 1.030 1.392
C -1.339 0.616 1.912
C -2.418 1.588 2.673
O -3.550 1.909 1.993
O -2.317 2.114 4.043
C -3.158 1.185 4.869
O -2.585 -0.174 4.814
C -2.076 -0.614 6.123
O -0.807 0.064 6.466
C 0.216 -0.131 5.422
C 1.682 -0.174 6.224
O 1.851 1.181 6.808
C -1.809 -0.950 1.645
C -0.815 -2.025 0.905
N 0.588 -1.576 0.446
C 1.099 -0.135 0.646
C 2.609 0.256 0.139
C 3.233 -0.757 -1.004
C 4.337 -1.822 -0.409
C 3.981 -3.404 -0.697
O 2.892 -3.860 -1.322
O 4.980 -4.418 -0.228
H -0.131 6.175 1.116
H 0.917 5.474 2.538
H 1.655 5.592 0.752
H -4.264 1.132 4.455
H -3.263 1.572 5.994
H -1.823 -1.779 6.061
H -2.872 -0.527 7.003
H 0.089 -1.116 4.802
H 0.275 0.762 4.656
H 1.520 -0.911 7.123
H 2.574 -0.471 5.519
H 1.963 1.848 6.044
H -2.867 -1.285 2.017
H -1.203 -3.120 0.764
H 1.169 -2.340 0.005
H 2.675 1.352 -0.319
H 3.316 0.267 1.096
H 3.821 -0.071 -1.781
H 2.383 -1.282 -1.658
H 5.437 -1.649 -0.820
H 4.347 -1.702 0.777
H 4.492 -5.310 -0.126
C -5.722 -4.902 -1.303
C -4.800 -4.541 -0.408
C -3.380 -4.969 -0.544
O -2.552 -4.606 0.284
C -3.026 -5.830 -1.683
C -3.949 -6.194 -2.576
C -5.362 -5.743 -2.455
O -6.184 -6.079 -3.301
O -3.624 -7.006 -3.647
O -5.131 -3.753 0.679
H -6.757 -4.596 -1.218
H -1.995 -6.149 -1.760
H -4.460 -7.125 -4.148
H -4.293 -3.629 1.176
C 8.135 -0.097 1.356
C 9.408 0.256 1.541
C 10.526 -0.638 1.128
O 11.687 -0.278 1.294
C 10.185 -1.939 0.533
C 8.911 -2.293 0.351
C 7.794 -1.388 0.738
O 6.634 -1.734 0.542
O 8.583 -3.516 -0.205
O 9.736 1.466 2.123
H 7.312 0.543 1.649
H 11.007 -2.586 0.254
H 7.602 -3.535 -0.233
H 10.718 1.488 2.145
C -2.405 5.752 -5.657
C -2.222 4.932 -4.621
C -0.898 4.307 -4.353
O -0.755 3.572 -3.382
C 0.203 4.599 -5.284
C 0.020 5.418 -6.322
C -1.298 6.064 -6.574
O -1.431 6.826 -7.526
O 1.049 5.695 -7.203
O -3.259 4.632 -3.756
H -3.362 6.215 -5.862
H 1.156 4.125 -5.088
H 0.667 6.311 -7.865
H -2.876 4.021 -3.091
C -6.387 0.074 -3.495
C -6.127 1.363 -3.269
C -5.491 1.812 -1.999
O -5.247 3.001 -1.827
C -5.183 0.793 -0.984
C -5.447 -0.496 -1.210
C -6.056 -0.948 -2.490
O -6.270 -2.141 -2.676
O -5.162 -1.459 -0.259
O -6.437 2.330 -4.207
H -6.846 -0.267 -4.415
H -4.738 1.135 -0.059
H -5.443 -2.311 -0.659
H -6.151 3.181 -3.810

Mulliken atomic charge list, values in e, 8 entries:
1. C -1.11
2. C 0.35
3. I 0.27
4. C -1.20
5. I 0.02
6. C 0.64
7. C 0.95
8. C -0.28

=====

[5]
Molecular formula: C41H38IN2O6SSb2V
Method: DFT, ωB97M-V with the def2-TZVPD basis set

Max |F| in eV/Å: 4.5
E in eV: -116097.424
Net charge: 0
Multiplicity: 3
LUMO energy (spin up / spin down) in eV: -1.16 / -1.26
M in g/mol: 1108.2
Highest occupied orbital energy (spin up / spin down) in eV: -7.81 / -7.81

CARTESIAN COORDINATES (ANGSTROEM)
V 0.028 0.518 0.055
C 3.994 -1.226 -1.456
C 3.627 0.179 -1.838
N 4.400 0.799 -2.717
C 4.117 2.057 -3.097
C 3.082 2.793 -2.582
C 2.815 4.193 -3.061
O 1.638 4.298 -3.864
C 2.264 2.175 -1.626
C 1.249 2.945 -0.917
N 0.564 2.479 0.045
C -0.257 3.302 0.873
C -0.899 4.455 0.455
C -1.689 5.174 1.337
C -1.840 4.761 2.652
C -1.204 3.609 3.095
C -0.426 2.902 2.201
I 0.565 1.125 2.812
C 2.508 0.838 -1.286
O 1.655 0.232 -0.473
H 4.907 -1.487 -1.984
H 3.211 -1.932 -1.726
H 4.162 -1.313 -0.383
H 4.783 2.485 -3.840
H 3.632 4.516 -3.699
H 2.768 4.883 -2.214
H 0.920 3.785 -3.479
H 1.153 4.004 -1.149
H -0.836 4.754 -0.584
H -2.195 6.063 0.987
H -2.459 5.326 3.338
H -1.307 3.271 4.116
C -0.603 -4.315 1.244
C -1.900 -4.888 0.672
C -3.152 -4.103 1.082
Sb -3.166 -2.208 -0.004
C -5.064 -2.725 -0.859
C -5.101 -3.058 -2.211
C -6.260 -3.577 -2.779
C -7.395 -3.759 -2.000
C -7.370 -3.422 -0.651
C -6.208 -2.917 -0.079
C -3.775 -1.146 1.760
C -4.951 -0.398 1.809
C -5.266 0.353 2.937
C -4.394 0.391 4.016
C -3.211 -0.337 3.971
C -2.915 -1.109 2.855
Sb 0.111 -2.387 0.534
C 2.003 -2.551 1.646
C 2.793 -1.422 1.879
C 3.909 -1.475 2.709
C 4.244 -2.658 3.352
C 3.468 -3.789 3.141
C 2.363 -3.734 2.296
C 0.588 -3.117 -1.439
C 0.800 -2.240 -2.504
C 1.110 -2.720 -3.771
C 1.183 -4.087 -4.003
C 0.943 -4.970 -2.960
C 0.655 -4.488 -1.689
H 0.225 -4.987 1.011
H -0.677 -4.229 2.332
H -1.975 -5.930 1.005
H -1.839 -4.918 -0.421
H -3.195 -3.972 2.167
H -4.046 -4.649 0.772
H -4.221 -2.914 -2.826
H -6.276 -3.844 -3.828
H -8.295 -4.172 -2.439
H -8.254 -3.562 -0.038
H -6.186 -2.688 0.981
H -5.611 -0.379 0.949
H -6.190 0.919 2.965
H -4.635 0.987 4.890
H -2.518 -0.302 4.804
H -1.997 -1.685 2.848
H 2.549 -0.491 1.407
H 4.511 -0.583 2.858
H 5.101 -2.698 4.016
H 3.714 -4.718 3.644
H 1.784 -4.639 2.156
H 0.714 -1.178 -2.367
H 1.290 -2.018 -4.577
H 1.424 -4.460 -4.991
H 0.979 -6.041 -3.134
H 0.494 -5.202 -0.891
O -1.050 0.060 -1.561
S -2.121 1.002 -0.995
O -3.454 0.499 -1.196
O -1.735 0.876 0.511
O -1.891 2.358 -1.445

Mulliken atomic charge list, values in e, 8 entries:
1. V 0.34
2. C -0.65
3. C -0.05
4. N -0.67
5. C -0.91
6. C 0.77
7. C -0.92
8. O -0.54